Run a
The following is a DFT calculation (ωB97M-V/def2-TZVPD) of one molecule with the formula C21H25NO3.

Each line ends with the natural charge from an NBO analysis.
Atoms and positions in Å:
C1 -5.94703 -2.96922 0.77198  -0.622
C2 -6.06961 -1.45752 0.79596  -0.070
O1 -4.84564 -0.89776 0.31472  -0.522
C3 -4.77659 0.43517 0.27464  0.808
O2 -5.67721 1.15582 0.61840  -0.594
C4 -3.43872 0.91056 -0.25047  -0.313
C5 -3.19312 0.39934 -1.67257  -0.393
C6 -1.81224 0.85608 -2.12810  -0.401
C7 -0.75319 0.38860 -1.13629  -0.225
N1 -1.03920 0.92557 0.18110  -0.440
C8 0.04627 0.67924 1.11295  -0.235
C9 1.27599 1.45817 0.73007  -0.020
C10 1.15816 2.78883 0.34669  -0.231
C11 2.28462 3.51899 0.01575  -0.185
C12 3.53672 2.93331 0.05454  -0.263
C13 3.66026 1.60013 0.42876  0.291
O3 4.92926 1.08809 0.51341  -0.480
C14 5.16680 -0.23049 0.23035  0.285
C15 4.46355 -0.93922 -0.73841  -0.242
C16 4.80606 -2.25092 -1.01127  -0.209
C17 5.84759 -2.86212 -0.33448  -0.237
C18 6.55777 -2.14951 0.61756  -0.191
C19 6.22201 -0.84005 0.90273  -0.256
C20 2.52876 0.86786 0.77253  -0.242
C21 -2.30905 0.42943 0.66846  -0.209
H1 -5.75988 -3.31390 -0.24147  0.212
H2 -6.86809 -3.41586 1.13466  0.217
H3 -5.12380 -3.28851 1.40545  0.212
H4 -6.25196 -1.08613 1.81057  0.188
H5 -6.88986 -1.11188 0.15699  0.188
H6 -3.45067 2.00373 -0.25123  0.230
H7 -3.96344 0.78014 -2.34568  0.215
H8 -3.24400 -0.69153 -1.67362  0.209
H9 -1.58901 0.45732 -3.11884  0.211
H10 -1.78716 1.94530 -2.18053  0.205
H11 0.23049 0.75031 -1.44473  0.214
H12 -0.72403 -0.71760 -1.11879  0.159
H13 0.29048 -0.39651 1.18764  0.171
H14 -0.28303 1.01449 2.10266  0.212
H15 0.17696 3.23427 0.30857  0.226
H16 2.19030 4.55376 -0.27792  0.215
H17 4.42590 3.48930 -0.19766  0.225
H18 3.66106 -0.45896 -1.27953  0.220
H19 4.25629 -2.79576 -1.76468  0.214
H20 6.10829 -3.88670 -0.55229  0.214
H21 7.37626 -2.61679 1.14463  0.215
H22 6.76602 -0.27008 1.63972  0.225
H23 2.63314 -0.16237 1.08380  0.218
H24 -2.47119 0.82028 1.67702  0.206
H25 -2.33126 -0.67469 0.71629  0.174

Properties
E_HOMO = -8.38 eV
HOMO-LUMO gap = 0.336 Ha
LUMO = 0.77 eV
SMILES string = CCOC(=O)[C@@H]1CCCN(Cc2cccc(Oc3ccccc3)c2)C1



Run b
The following is a DFT calculation (ωB97M-V/def2-TZVPD) of one molecule with the formula C21H25NO3.

Each line ends with the natural charge from an NBO analysis.
Atoms and positions in Å:
C1 -5.53022 -0.82560 1.29816  -0.250
O1 -4.22831 -0.92140 0.77708  -0.506
C2 -3.57998 0.22838 0.40682  0.227
C3 -4.10581 1.49814 0.60501  -0.276
C4 -3.39265 2.63404 0.25822  -0.223
C5 -2.13819 2.51541 -0.30224  -0.207
C6 -1.60705 1.25427 -0.53692  -0.178
C7 -0.27841 1.11143 -1.22058  0.681
O2 -0.13318 0.60272 -2.30979  -0.607
N1 0.73102 1.68616 -0.52182  -0.619
C8 2.11310 1.55679 -0.91425  -0.217
C9 2.89406 0.63449 0.04390  -0.055
C10 2.20111 -0.72022 0.05682  -0.028
C11 1.61000 -1.28315 1.17885  -0.221
C12 1.00153 -2.52577 1.11832  -0.200
C13 0.96773 -3.23226 -0.06763  -0.224
C14 1.54391 -2.68012 -1.19840  -0.219
C15 2.15258 -1.44283 -1.13353  -0.146
C16 3.02697 1.30126 1.42565  -0.415
C17 4.33833 0.75671 1.97616  -0.399
C18 5.25858 0.86039 0.76415  -0.401
C19 4.36797 0.46720 -0.42250  -0.406
C20 -2.30742 0.09788 -0.18744  0.349
O3 -1.64135 -1.06766 -0.39592  -0.509
C21 -2.35377 -2.25387 -0.67065  -0.238
H1 -5.84901 -1.85243 1.47231  0.200
H2 -5.54731 -0.27819 2.24628  0.176
H3 -6.21582 -0.35024 0.58942  0.178
H4 -5.08095 1.61433 1.05002  0.218
H5 -3.82600 3.60696 0.43170  0.214
H6 -1.57546 3.39097 -0.58846  0.218
H7 0.54409 2.01005 0.41369  0.397
H8 2.10073 1.14785 -1.92611  0.238
H9 2.58068 2.54822 -0.93715  0.192
H10 1.61574 -0.77180 2.12896  0.205
H11 0.55162 -2.94021 2.00930  0.209
H12 0.49814 -4.20463 -0.11044  0.210
H13 1.51866 -3.21397 -2.13723  0.212
H14 2.59580 -1.03385 -2.02895  0.204
H15 2.17874 1.12568 2.08274  0.210
H16 3.12392 2.38153 1.28946  0.201
H17 4.70436 1.32110 2.83321  0.210
H18 4.21718 -0.28719 2.26870  0.203
H19 5.60273 1.89038 0.65564  0.195
H20 6.13434 0.21881 0.84771  0.212
H21 4.55304 -0.56899 -0.70241  0.219
H22 4.57462 1.08939 -1.29316  0.209
H23 -3.16388 -2.07814 -1.38163  0.178
H24 -1.62047 -2.92533 -1.11543  0.194
H25 -2.76007 -2.70100 0.23956  0.184

Properties
E_HOMO = -8.19 eV
HOMO-LUMO gap = 0.328 Ha
LUMO = 0.74 eV
SMILES string = COc1cccc(C(=O)NCC2(c3ccccc3)CCCC2)c1OC



Which structure loses on stability? run b does.